[1]
Computed, not measured: C7H12NO2P as an isolated structure at a distorted geometry, with ωB97M-V with the def2-TZVPD basis set.

Atoms and positions in Å:
C -2.17040 2.29254 0.46255
C 0.63089 -3.03034 -1.39975
C -0.86383 2.17721 0.29142
C 1.12206 -1.82854 -1.63945
C 1.48141 1.29309 0.92317
C 0.00872 1.37854 1.17247
C 0.62723 0.08395 0.66808
N 0.66394 -1.00651 1.57271
O 0.31408 0.75730 -2.08029
O -1.69669 -1.21254 -0.66658
P 0.30767 -0.31237 -1.09419
H -2.77715 2.87460 -0.20786
H -2.68600 1.80728 1.27601
H 1.10106 -3.92658 -1.77215
H -0.28195 -3.13553 -0.83346
H -0.37822 2.66858 -0.53828
H 2.00148 -1.64739 -2.24404
H 1.86754 1.81425 0.05718
H 2.15144 1.25287 1.76812
H -0.31785 1.31373 2.20468
H -2.25785 -0.45097 -0.81439
H -0.23448 -1.48303 1.56928
H 1.38689 -1.68015 1.32479

Atoms 1-3, force components in eV/Å:
0.0 0.0 0.0
-0.2 -0.1 0.2
0.0 0.2 -0.1

## Properties
E_LUMO   0.20 eV
E_tot   -820.4400 a.u.
ΔE to the lowest compared entry with this formula, charge and spin   1.687 eV
Highest occupied orbital energy   -9.3409 eV
Total charge   0
Multiplicity   1
Gap between HOMO and LUMO   9.542 eV

Löwdin atomic charge list, values in e, 8 entries: 0.016, -0.013, -0.177, -0.239, -0.055, -0.236, -0.560, 0.071

[2]
Computed, not measured: a 4-piece molecular cluster, C26H47N4O7P overall at a distorted geometry, with ωB97M-V with the def2-TZVPD basis set.

Atoms and positions in Å:
C 1.72297 -2.09111 2.39019
C 2.65605 -1.61608 1.29008
O 2.03676 -1.41030 0.02473
C 1.14699 -2.41525 -0.35471
C 0.94984 -2.36870 -1.85380
O -0.21037 -3.16069 -2.15185
C -1.26536 -2.52935 -2.77475
C -1.08710 -2.36841 -4.30855
C -0.83915 -0.93899 -4.71937
O -1.58711 -0.34715 -5.46898
O 0.27533 -0.35225 -4.19602
O -1.56029 -1.21863 -2.26930
C -2.93139 -1.11094 -2.05271
O -3.57698 -0.13082 -2.36635
C -3.31575 -2.44515 -1.42687
C -2.78672 -2.43109 0.01259
C -3.71924 -1.74097 0.99698
O -3.95089 -0.38780 0.70206
C -3.09279 0.50869 1.38501
C -2.73222 1.69057 0.49624
C -2.55719 -3.33427 -2.40361
P -2.34254 -5.09038 -1.95908
N -2.23699 -5.41927 -0.42364
H 2.12357 -1.74712 3.32906
H 0.72823 -1.66969 2.28322
H 1.59964 -3.16836 2.40341
H 3.02201 -0.64365 1.59072
H 3.50174 -2.29180 1.20178
H 0.16995 -2.33089 0.11846
H 1.54144 -3.40018 -0.09847
H 1.79929 -2.84629 -2.33399
H 0.89721 -1.36342 -2.24241
H -2.00407 -2.64837 -4.80179
H -0.23951 -2.96357 -4.63503
H -0.02328 0.44790 -3.75373
H -4.38230 -2.62532 -1.40371
H -1.81413 -1.95739 0.09885
H -2.66013 -3.44320 0.37830
H -4.66663 -2.27464 1.02647
H -3.26548 -1.86113 1.97963
H -2.18410 -0.00680 1.68808
H -3.61317 0.88991 2.26101
H -2.94443 1.45317 -0.53968
H -3.31222 2.57123 0.74256
H -1.68157 1.94681 0.57290
H -3.13696 -3.35814 -3.32915
H -1.23978 -5.56390 -2.69054
H -3.46281 -5.71550 -2.54058
H -1.36507 -5.87908 -0.21221
C 5.57664 1.43718 4.86756
C 4.86802 0.38399 5.71032
C 5.54642 -0.99015 5.64872
C 5.50477 -1.58809 4.31381
N 5.47610 -2.05466 3.26576
H 5.55967 1.17393 3.80892
H 5.08707 2.40464 4.97615
H 6.61816 1.55299 5.17448
H 3.83185 0.29963 5.38580
H 4.85225 0.70850 6.75293
H 5.05545 -1.67522 6.34158
H 6.58672 -0.90894 5.96867
C 2.19959 4.31811 4.82853
C 1.20499 4.04331 3.70699
C 0.43960 2.73017 3.89874
C 1.31821 1.56380 3.84165
N 2.00460 0.64641 3.77931
H 2.97427 3.55121 4.86698
H 2.69060 5.27855 4.67614
H 1.69957 4.34639 5.79841
H 1.72624 4.02749 2.74876
H 0.47931 4.85646 3.65973
H -0.31985 2.62626 3.12192
H -0.08412 2.73429 4.85608
C -1.48502 2.79134 -5.97423
C -2.55684 3.80570 -5.59082
C -2.42057 5.13895 -6.33433
C -1.18456 5.83978 -5.99117
N -0.21584 6.39108 -5.72003
H -0.48742 3.15176 -5.71240
H -1.64833 1.85003 -5.45741
H -1.50303 2.58818 -7.04652
H -2.52636 3.98318 -4.51423
H -3.54052 3.38967 -5.81440
H -3.26266 5.78916 -6.09148
H -2.44829 4.97268 -7.41236

Atoms 1-3, force components in eV/Å:
-0.1 -0.2 -0.3
-0.3 0.2 0.3
0.0 0.2 -0.1

## Properties
E_LUMO   0.51 eV
E_tot   -2105.8544 a.u.
Highest occupied orbital energy   -8.8391 eV
Total charge   0
Multiplicity   1
Gap between HOMO and LUMO   9.353 eV

Löwdin atomic charge list, values in e, 8 entries: -0.104, -0.265, -0.128, -0.211, -0.113, -0.074, -0.461, 0.036

[3]
Computed, not measured: a single C2H2S molecule at a distorted geometry, with ωB97M-V with the def2-TZVPD basis set.

Atoms and positions in Å:
C 0.65687 0.01793 -0.09369
C -0.73519 0.46430 0.02207
S 0.24294 -0.55192 1.44087
H 1.42024 -0.15454 -0.80597
H -1.58487 0.22423 -0.56328

Atoms 1-3, force components in eV/Å:
-6.7 2.0 0.2
7.3 -1.9 0.3
-0.6 0.1 0.3

## Properties
E_LUMO (spin up / spin down)   -0.21 / -0.21 eV
E_tot   -475.4441 a.u.
ΔE to the lowest compared entry with this formula, charge and spin   2.494 eV
Highest occupied orbital energy (spin up / spin down)   -7.9392 / -7.9367 eV
Total charge   0
Multiplicity   1
Gap between HOMO and LUMO (spin up / spin down)   7.725 / 7.722 eV

The molecule's Löwdin atomic charges, reported in e, are given here: -0.532, -0.222, 0.698, 0.044, 0.012

[4]
Computed, not measured: C9H12FeN4O3 as an isolated structure at a distorted geometry, with ωB97M-V with the def2-TZVPD basis set.

Atoms and positions in Å:
Fe 0.29870 -0.35361 0.20179
C 0.08812 0.34514 -2.17665
O -0.17839 0.79198 -3.30221
O -0.89557 -0.26372 -1.37570
O 1.19289 0.42639 -1.46388
C -0.01739 -2.51811 -2.79355
C 0.48422 -2.88283 -1.47618
N 0.84952 -3.15289 -0.44102
H 0.51563 -1.62765 -3.18937
H -1.05080 -2.13008 -2.64593
H 0.16185 -3.39988 -3.40108
C 2.68106 -0.56977 4.30297
C 2.05393 -0.78298 2.96780
N 1.54794 -0.83850 1.95176
H 3.13703 0.39670 4.34992
H 3.48666 -1.26068 4.55300
H 1.91039 -0.54602 5.10421
C -3.66648 -0.15391 -0.42269
C -2.52150 -0.63433 0.38034
N -1.69890 -1.01357 1.08349
H -3.24545 0.37133 -1.27493
H -4.27055 0.41827 0.22034
H -4.17492 -1.05737 -0.67153
C 0.63951 3.81561 -0.39017
C 0.39501 2.71592 0.55537
N 0.18102 1.78713 1.19362
H -0.27526 4.34337 -0.54059
H 0.97962 3.31441 -1.31186
H 1.39211 4.45966 0.01273

Atoms 1-3, force components in eV/Å:
0.0 -0.2 0.1
-1.9 0.5 0.9
0.9 -0.8 1.5

## Properties
E_LUMO (spin up / spin down)   0.28 / 0.28 eV
E_tot   -2058.6001 a.u.
Highest occupied orbital energy (spin up / spin down)   -7.7002 / -8.0658 eV
Total charge   0
Multiplicity   5
⟨S²⟩   6.008
Gap between HOMO and LUMO (spin up / spin down)   7.983 / 8.348 eV

Löwdin atomic charge list, values in e, 8 entries: 0.711, -0.821, 0.000, -0.305, -0.172, -0.054, -0.296, 0.137